Below is a cluster of 8 separate species, C44H80N14O2 in total, with properties calculated with the ωB97M-V functional and the def2-TZVPD basis.

Results
Orbital gap   8.97 eV
Net charge   +6
Maximum force   0.0384 Eh/bohr

Cartesian coordinates (Å):
C: -0.42785 -5.16750 2.82673
C: -0.61173 -5.61999 4.29086
N: -0.21327 -7.00702 4.52672
C: 0.94958 -7.60429 4.10053
C: 0.93060 -8.87907 4.56638
N: -0.21888 -9.02938 5.29336
C: -0.89654 -7.88605 5.25569
C: -0.69747 -10.21435 6.01067
H: 0.56924 -5.53331 2.55807
H: -0.50315 -4.09933 2.65374
H: -1.07337 -5.74663 2.16579
H: -1.67077 -5.50929 4.52272
H: -0.07154 -4.96050 4.97030
H: 1.81275 -7.15438 3.64313
H: 1.66185 -9.66733 4.50614
H: -1.87028 -7.76154 5.69937
H: 0.07329 -10.97685 6.10914
H: -1.61135 -10.60369 5.57864
H: -0.82359 -9.94895 7.06310
C: 4.37686 -1.13100 -1.07842
C: 3.85962 -0.11068 -0.08119
N: 3.73810 -0.65650 1.26969
C: 4.65946 -0.56934 2.29908
C: 4.06004 -1.11097 3.37137
N: 2.82685 -1.59367 2.98905
C: 2.65770 -1.28213 1.70061
C: 2.02163 -2.47554 3.84803
H: 3.82844 -2.06284 -0.91102
H: 5.43206 -1.36960 -0.95671
H: 4.15657 -0.87242 -2.11088
H: 2.88360 0.24447 -0.42410
H: 4.43259 0.81830 -0.03785
H: 5.59100 -0.04340 2.17938
H: 4.38102 -1.19289 4.39502
H: 1.81388 -1.50831 1.05142
H: 1.07858 -1.99660 4.11219
H: 2.59865 -2.69839 4.73742
H: 1.74109 -3.36546 3.29057
C: 1.24630 1.91039 -3.77376
C: 0.88980 3.30968 -4.22471
N: 2.05509 4.22291 -4.12125
C: 2.98523 4.36013 -3.11960
C: 3.96630 5.18501 -3.54385
N: 3.61860 5.56283 -4.83400
C: 2.42059 5.07966 -5.07605
C: 4.42821 6.41243 -5.71374
H: 0.44187 1.17853 -3.74540
H: 1.49498 1.94630 -2.70688
H: 2.09633 1.49040 -4.30756
H: 0.04393 3.75467 -3.69399
H: 0.57494 3.39185 -5.26607
H: 2.97896 3.74297 -2.23860
H: 4.98218 5.34066 -3.21930
H: 1.84378 5.31289 -5.95850
H: 4.15527 7.45506 -5.54450
H: 4.22819 6.22092 -6.76349
H: 5.47081 6.29116 -5.44101
C: -7.81469 -0.58047 -2.28853
C: -7.33368 -1.72808 -1.42752
N: -6.06319 -1.46455 -0.74509
C: -4.89884 -1.01147 -1.36475
C: -3.92610 -1.08553 -0.43406
N: -4.46565 -1.56550 0.73173
C: -5.74996 -1.82265 0.49051
C: -3.72429 -1.83817 1.98286
H: -8.70446 -0.82861 -2.85910
H: -7.03561 -0.19978 -2.95327
H: -8.07251 0.30018 -1.69271
H: -7.31411 -2.61790 -2.05863
H: -8.05213 -1.92672 -0.63107
H: -4.91263 -0.57896 -2.34802
H: -2.89624 -0.76420 -0.46199
H: -6.48574 -2.16819 1.20125
H: -4.28640 -2.51391 2.61371
H: -3.55517 -0.84862 2.40104
H: -2.76051 -2.22212 1.65283
C: -1.65443 -1.00870 -4.04799
C: -1.85859 -2.42760 -4.52514
N: -2.49466 -3.29286 -3.53223
C: -2.05105 -3.47625 -2.24428
C: -2.94579 -4.27469 -1.62689
N: -4.03618 -4.37507 -2.46861
C: -3.70076 -3.83815 -3.63679
C: -5.26496 -5.14371 -2.20567
H: -0.90997 -0.92989 -3.24838
H: -2.55234 -0.49921 -3.69843
H: -1.23590 -0.46883 -4.89976
H: -0.93842 -2.90512 -4.86308
H: -2.45170 -2.40094 -5.44094
H: -1.14009 -3.03279 -1.86393
H: -2.98178 -4.71276 -0.64541
H: -4.34614 -3.84296 -4.50088
H: -6.03389 -4.80508 -2.89629
H: -5.63789 -4.94914 -1.20476
H: -5.02721 -6.18859 -2.38365
C: -0.21773 2.75713 2.84052
C: 1.01386 1.91926 2.57196
N: 1.87287 1.61624 3.73207
C: 1.49407 0.95280 4.89363
C: 2.59049 0.91753 5.68647
N: 3.62555 1.53295 5.01443
C: 3.13965 1.95255 3.84648
C: 5.02895 1.60440 5.42414
H: -0.06133 3.71267 3.33893
H: -0.92006 2.20112 3.46657
H: -0.75249 2.88694 1.90077
H: 1.67186 2.38316 1.83767
H: 0.64336 0.95630 2.20541
H: 0.48804 0.57856 4.95802
H: 2.75107 0.49551 6.66558
H: 3.75356 2.47468 3.13120
H: 5.47006 0.64145 5.67003
H: 5.13113 2.32634 6.22995
H: 5.60644 1.95883 4.56970
C: 0.68226 5.19533 0.07711
C: 0.92212 6.68514 -0.13819
N: 0.63409 7.10376 -1.51995
C: -0.62926 7.27857 -2.04387
C: -0.46112 7.81722 -3.27102
N: 0.88774 8.00751 -3.46619
C: 1.52946 7.60212 -2.37231
C: 1.49939 8.58557 -4.65908
H: 0.87957 4.58466 -0.80374
H: -0.38985 5.09900 0.27776
H: 1.16971 4.77912 0.95499
H: 1.93731 7.00619 0.10061
H: 0.31809 7.29703 0.53115
H: -1.50199 7.00983 -1.47548
H: -1.17011 8.03685 -4.05222
H: 2.56513 7.68972 -2.08858
H: 0.99534 9.52859 -4.85882
H: 1.44631 7.92893 -5.52651
H: 2.56099 8.79860 -4.55007
C: -0.41798 0.94354 -0.75410
C: -0.17684 -0.51880 -0.32149
O: 0.53611 -1.25151 -1.03920
O: -0.70158 -0.88981 0.76900
H: 0.49590 1.50136 -0.52497
H: -1.13320 1.40988 -0.06548
H: -0.85988 1.11879 -1.73138